The following is a quantum chemistry calculation of a molecular structure, C6H9O5S2 at a distorted geometry, from OMol25.

Geometry as XYZ:
```
22
Properties=species:S:1:pos:R:3:forces:R:3:mulliken_charge:R:1
O -2.098 -0.895 -4.410 -1.4 0.0 -1.5 -0.58
O -0.262 -0.013 -3.052 -0.8 -1.4 0.8 -0.55
H -1.462 1.422 1.005 -0.2 -0.1 0.3 0.22
H 2.155 1.121 1.145 0.1 0.2 -0.1 0.31
O -2.570 -3.111 -2.874 -0.7 -1.0 -0.7 -0.59
H 0.211 0.392 -3.774 0.0 -0.3 -0.8 0.26
C 1.810 1.542 2.085 1.2 0.1 1.2 -0.26
S -2.460 -0.215 -1.028 0.5 -1.1 -0.4 -0.23
H -0.010 1.515 -0.025 0.5 -0.5 0.5 0.27
O -0.173 -2.406 -3.803 -0.9 0.3 0.0 -0.61
O -2.559 -3.573 -0.627 0.2 0.5 -0.9 -0.68
S -1.208 -1.452 -3.477 3.6 1.7 1.9 1.20
H -0.155 1.539 3.120 0.0 -0.1 -0.5 0.24
C 2.610 0.863 3.308 -1.1 1.0 -3.8 -1.11
H 1.957 0.957 4.093 -1.0 0.0 2.4 0.34
H 2.121 2.597 2.154 -0.1 -0.1 -0.4 0.20
H 3.510 1.409 3.384 1.0 0.5 0.6 0.33
C 0.317 1.491 2.126 0.2 -0.4 -0.3 0.07
H 2.822 -0.139 3.055 0.1 -1.3 0.0 0.29
C -1.833 -1.534 -1.752 -0.6 2.4 0.3 0.30
C -0.383 1.411 0.998 -0.7 0.8 0.1 -0.91
C -2.341 -2.923 -1.648 -0.1 -1.2 1.2 0.51
```
Forces are in eV/Å.

Computed properties:
Charge: -1
Kohn-Sham gap: 7.9 eV
Spin multiplicity: 1



The following is a quantum chemistry calculation of 2 unconnected molecules or ions with the total composition C4H12 at a distorted geometry, from OMol25.

Geometry as XYZ:
```
16
Properties=species:S:1:pos:R:3:forces:R:3:mulliken_charge:R:1
H 0.945 -1.250 0.052 -0.2 0.2 -0.1 0.17
H -0.211 1.355 -0.702 0.0 0.1 -0.5 0.16
C 0.961 -0.198 1.984 0.2 -0.2 -0.4 -0.81
H 2.470 -1.313 0.845 0.0 0.2 0.1 0.34
H 1.995 0.174 0.059 -0.2 0.0 0.1 0.26
H -1.853 1.389 -0.298 -0.4 0.3 -0.4 0.26
H -1.377 1.840 -1.990 0.0 0.2 0.1 0.32
H 0.966 0.883 2.086 0.0 0.1 0.0 0.26
C 1.615 -0.652 0.666 0.4 -0.3 -0.1 -0.78
H -0.544 -0.651 -2.168 0.0 -0.3 0.3 0.25
H -2.300 -0.408 -2.076 0.0 -0.1 -0.3 0.34
C -1.361 -0.310 -1.533 -0.8 1.1 0.1 -0.85
C -1.201 1.181 -1.146 0.5 -0.9 0.8 -0.72
H -0.071 -0.531 2.026 -0.1 0.0 0.2 0.24
H 1.510 -0.620 2.822 -0.2 0.0 0.2 0.32
H -1.545 -0.888 -0.627 0.7 -0.3 -0.1 0.24
```
Forces are in eV/Å.

Computed properties:
Charge: 0
Kohn-Sham gap: 12.9 eV
Spin multiplicity: 1
SMILES: CC.CC



The following is a quantum chemistry calculation of a molecular structure, C14H13N6ReS at a distorted geometry, from OMol25.

Geometry as XYZ:
```
35
Properties=species:S:1:pos:R:3:forces:R:3:mulliken_spin:R:1
S 4.805 7.089 8.364 0.0 0.3 -0.1 -0.12
H 6.446 14.433 10.063 -0.1 -0.3 -0.3 0.00
C 5.772 7.389 11.593 0.6 1.3 0.7 -0.01
H 4.244 13.432 6.468 0.4 0.2 0.1 0.00
C 5.272 11.824 7.498 -0.5 0.6 0.6 -0.02
H 5.554 6.372 13.432 -0.3 -0.1 0.4 0.00
H 6.771 10.526 11.204 0.2 0.2 0.0 0.02
H 4.400 12.178 5.102 -0.1 1.0 -0.9 0.00
N 6.095 8.598 10.986 -0.4 -1.3 -0.5 0.04
H 4.411 5.394 6.070 -0.2 -0.7 -0.1 0.00
H 4.181 6.620 4.836 0.0 -0.3 -0.4 0.00
H 3.551 10.622 4.906 -0.9 -0.2 -0.3 0.00
C 6.068 13.719 9.321 0.0 -0.2 0.3 0.03
C 4.567 7.310 6.628 0.9 2.5 0.4 0.02
H 5.584 6.491 11.011 0.0 0.4 -0.2 0.00
C 5.893 8.463 13.692 -0.1 2.0 2.0 0.01
C 4.847 10.808 6.567 0.7 -0.2 -0.8 0.03
N 6.504 12.098 13.909 0.1 1.2 0.3 0.00
C 4.907 13.186 7.294 0.2 -0.9 0.9 0.04
C 5.725 7.336 12.989 0.1 -1.8 -2.9 0.00
C 4.454 11.129 5.163 0.6 -0.9 1.7 0.01
C 6.453 10.983 13.688 -0.2 -1.9 -0.2 0.00
H 5.621 8.434 14.726 0.3 0.1 0.7 0.00
N 4.987 9.509 6.955 -0.1 0.0 2.3 0.01
C 6.298 9.660 13.110 0.4 0.6 -0.8 0.00
H 5.220 10.679 4.535 0.3 0.2 -0.3 0.01
H 6.970 11.983 10.359 -0.1 0.4 -0.1 0.00
N 5.933 11.414 8.670 -0.8 -1.4 -0.6 0.05
N 4.339 6.352 5.796 -0.1 -0.1 -0.1 0.05
N 4.640 8.580 6.111 -0.3 -0.8 0.1 0.17
C 6.477 9.650 11.736 -0.9 -0.7 0.6 -0.06
H 4.914 15.186 8.075 0.5 -0.5 0.6 0.00
C 5.261 14.156 8.259 0.3 -1.0 -0.4 -0.01
Re 5.513 9.168 9.032 0.3 0.4 -2.1 2.72
C 6.366 12.319 9.524 -0.5 1.9 -0.8 0.03
```
Forces are in eV/Å.

Computed properties:
Charge: +3
Kohn-Sham gap (alpha / beta): 5.3 / 5.1 eV
Spin multiplicity: 4



The following is a quantum chemistry calculation of 4 unconnected molecules or ions with the total composition C8H12N4 at a distorted geometry, from OMol25.

Geometry as XYZ:
```
24
Properties=species:S:1:pos:R:3:forces:R:3:mulliken_charge:R:1
H -3.995 -23.449 -5.438 -0.2 0.3 -0.1 0.27
C -4.998 -23.871 -5.448 0.1 -0.8 0.3 -0.74
H -3.732 -28.618 -7.408 0.1 -0.2 -0.3 0.18
H -5.716 -23.291 -6.017 0.1 0.1 -0.1 0.16
C -2.685 -25.753 -9.058 0.2 -0.1 -0.6 -0.66
H -2.825 -24.946 -9.778 0.1 0.1 0.1 0.36
H -6.545 -20.796 -6.991 0.1 0.0 0.2 0.23
C -5.853 -20.053 -8.807 0.2 -0.2 0.2 0.25
N -6.004 -19.858 -9.926 0.0 0.0 -0.1 -0.33
C -2.848 -29.079 -6.966 -0.6 0.4 0.7 -0.57
N -4.746 -26.305 -6.353 0.0 -0.2 -0.2 -0.36
H -5.502 -19.335 -6.900 -0.2 -0.1 0.2 0.29
H -2.282 -29.687 -7.660 0.0 0.0 -0.1 0.39
C -4.876 -25.229 -5.984 -0.1 0.3 0.1 0.36
N -1.342 -27.670 -10.225 0.0 0.0 0.0 -0.40
C -5.656 -20.304 -7.376 0.1 0.6 -0.4 -0.64
H -5.344 -23.977 -4.419 0.0 0.2 0.0 0.32
N -3.698 -30.450 -4.911 0.0 0.1 -0.1 -0.38
C -1.946 -26.838 -9.717 -0.2 0.2 0.1 0.28
C -3.324 -29.849 -5.815 0.1 -0.3 0.0 0.16
H -2.264 -28.246 -6.571 0.3 -0.1 -0.2 0.22
H -2.091 -25.402 -8.219 -0.2 0.1 0.1 0.24
H -4.752 -20.878 -7.192 -0.1 -0.2 -0.1 0.20
H -3.671 -26.083 -8.743 0.1 -0.1 0.2 0.18
```
Forces are in eV/Å.

Computed properties:
Charge: 0
Kohn-Sham gap: 11.2 eV
Spin multiplicity: 1
SMILES: CC#N.CC#N.CC#N.CC#N



The following is a quantum chemistry calculation of 10 unconnected molecules or ions with the total composition C30H60F5O35P5 at a distorted geometry, from OMol25.

Geometry as XYZ:
```
135
Properties=species:S:1:pos:R:3:forces:R:3:mulliken_charge:R:1
H -4.375 2.658 2.654 -0.1 0.1 0.5 0.20
H -3.568 -1.369 -8.553 0.0 0.1 0.4 0.32
O -4.156 1.144 4.117 0.1 0.5 0.3 -0.34
H 4.463 5.318 6.503 -0.1 0.0 -0.1 0.30
H 3.051 3.390 1.634 -0.4 0.1 -0.1 0.33
C -0.449 3.620 5.640 -0.1 -0.9 -1.1 0.31
C 3.150 0.307 5.520 0.3 -0.5 -0.1 -0.68
H 1.676 3.954 2.723 0.0 -0.1 -0.2 0.10
H -0.036 -4.782 -5.433 -0.1 0.5 0.3 0.25
H 2.777 6.814 4.246 0.0 0.2 -0.1 0.24
H 6.029 -4.800 -4.677 -0.4 0.0 -0.5 0.31
O 3.539 -1.331 3.097 -0.3 -0.1 0.0 -0.09
H 2.683 -1.330 1.165 -0.3 0.0 0.2 0.19
O -1.326 7.136 4.239 -0.2 0.0 0.1 -0.80
O 5.343 -2.838 2.325 0.0 -0.1 0.0 -0.30
O -6.845 -2.374 -1.652 -0.7 0.4 -0.1 -0.49
H 0.118 1.120 1.943 -0.1 0.2 0.0 0.28
O 0.946 6.035 3.907 0.0 0.0 -0.9 -0.14
O -5.739 5.101 -4.428 0.1 0.1 0.1 -0.52
H 0.124 2.859 1.544 0.0 0.1 -0.2 -0.40
H 4.400 -0.893 1.294 -0.1 0.0 -0.2 0.42
C -2.642 0.535 -1.487 -0.8 0.1 -0.1 0.92
H -0.995 5.650 1.094 0.0 -0.3 -0.1 0.29
H -0.583 3.119 4.674 0.1 0.1 0.0 -0.30
C 5.586 -3.932 -4.195 0.5 0.7 -0.4 -0.47
H -0.459 -0.675 -5.692 -0.3 -0.2 -0.1 0.36
C -0.877 -0.952 -4.721 0.4 -0.2 -0.6 -0.17
C -2.602 4.012 -5.140 -0.2 0.1 0.1 0.31
O 5.084 -4.368 -2.946 0.0 0.4 0.6 -0.41
H 6.190 -3.065 6.193 -0.3 0.0 0.2 0.25
H 6.378 -3.177 -4.148 0.0 -0.2 0.8 0.27
C 4.384 -3.259 -4.874 0.4 -0.5 0.1 0.32
P -0.606 5.870 4.173 0.5 0.4 0.8 0.62
F 3.993 -3.976 -5.965 -0.3 0.0 0.0 -0.32
O 5.206 2.653 4.740 0.5 -0.1 0.2 -0.79
H 1.931 -2.274 -0.687 0.0 0.6 0.2 0.04
H -1.219 3.173 6.260 0.1 0.4 0.4 0.39
O -4.505 3.226 -4.183 0.0 0.0 0.0 -0.35
H 4.052 3.787 7.259 0.0 0.0 -0.1 0.37
O -2.163 -1.542 -4.810 -0.5 -0.3 0.6 0.47
O 2.997 2.547 3.485 -0.5 0.3 -0.2 0.44
C 1.802 6.814 4.724 0.3 -0.4 0.9 -0.72
F -3.033 -2.937 -0.924 -0.1 -0.3 -0.4 -0.21
F -1.053 -3.897 -3.400 0.0 0.0 0.2 -0.23
O -0.530 -5.994 -2.749 0.1 0.0 0.3 -0.42
P -3.318 -1.182 -5.802 0.9 0.1 -0.5 0.48
C -0.212 -7.036 -3.566 0.1 0.3 -0.4 0.52
C 0.552 -5.152 -4.595 0.3 -0.3 -0.5 0.07
H 1.901 6.302 5.681 0.1 0.1 0.0 0.17
O 0.245 1.567 -0.068 0.1 0.5 -0.4 -0.49
C 5.465 -4.021 1.523 0.4 -0.3 0.0 -0.73
O -3.065 0.098 -6.481 -0.6 0.2 0.1 -0.78
C 3.803 -3.992 -2.793 0.2 -1.0 -0.8 0.64
H -3.570 -3.080 -8.726 -0.1 -0.4 0.4 0.26
H -3.084 -0.426 -1.222 0.4 -0.1 0.2 -0.49
H 1.591 -4.846 -4.719 -0.1 -0.2 0.0 -0.14
O 4.873 -2.432 4.784 0.4 0.4 -0.2 -0.20
C -3.363 2.734 -4.892 0.2 -0.5 -0.3 0.24
H -2.879 1.262 -0.710 0.0 0.1 -0.1 0.23
H -2.563 1.736 1.419 0.5 -0.2 0.0 -0.29
H -2.005 4.333 -4.281 0.2 0.0 -0.2 0.32
H -4.990 -4.047 1.501 0.0 0.3 0.1 0.30
C 3.421 -0.807 1.768 0.9 0.1 0.1 -0.07
C -0.019 -4.780 -3.231 -0.6 -0.3 -0.3 1.01
H 1.462 7.825 4.945 -0.3 0.0 -0.5 0.35
O 0.437 -6.576 -4.664 0.2 0.0 0.5 -0.39
H -3.491 -2.198 0.851 0.2 -0.1 0.0 -0.02
O 3.042 1.707 5.809 -0.1 -0.1 0.2 -0.34
H 4.520 -2.222 -5.162 0.1 0.0 -0.3 0.27
H 6.341 -3.946 4.712 -0.3 -0.1 -0.2 0.26
O -3.665 4.940 -5.318 0.1 0.2 0.1 -0.34
O 3.088 -4.336 -1.916 -0.1 0.4 0.4 -0.41
C -2.885 1.073 2.214 -1.3 0.6 0.3 0.62
H -4.090 -4.826 0.162 -0.3 -0.2 0.1 0.33
H -2.213 6.351 2.147 -0.1 -0.1 0.0 0.43
H -5.000 -2.250 -8.014 0.0 -0.2 -0.1 0.29
C 1.073 -1.930 -1.269 0.3 -1.2 -0.4 -0.01
H -5.305 -0.543 -3.225 -0.2 0.0 0.0 -0.04
H 1.618 1.867 1.482 -0.1 0.1 -0.4 -0.23
P -0.292 0.160 -0.503 -0.1 -0.5 -0.1 1.32
H 0.658 -4.370 -2.486 0.1 0.0 -0.1 -0.17
H 6.039 -4.773 2.069 -0.3 -0.1 0.1 0.28
O -5.878 -3.945 -0.382 0.0 0.1 0.4 -0.34
H 6.057 -3.806 0.634 -0.2 0.4 0.0 0.22
C -4.721 -3.983 0.452 0.8 -0.5 -1.0 -0.47
C 5.605 -3.511 5.392 0.0 0.4 0.1 -0.75
C -3.911 -2.287 -8.066 -0.2 0.6 -0.7 -0.80
H 2.208 -0.087 5.140 -0.1 0.3 0.0 0.27
O -1.240 0.473 -1.733 -0.3 0.0 0.2 -0.14
H 3.921 0.117 4.771 -0.1 0.1 0.3 0.38
O -0.664 5.023 5.495 -0.4 0.1 0.3 -0.41
H 3.328 4.533 2.933 -0.1 0.0 0.0 0.35
H 3.219 0.251 1.893 -0.3 0.0 -0.1 -0.31
P 4.172 -2.738 3.406 0.0 -0.3 -0.1 0.79
H 4.878 -4.236 5.745 0.3 -0.2 0.1 0.33
F -5.265 0.958 2.173 -0.1 0.0 0.0 -0.28
O -2.059 1.151 3.361 0.3 -0.3 -0.1 -0.20
H 0.556 3.377 5.981 0.0 0.3 0.2 -0.08
C -3.971 -2.729 0.030 -0.4 0.8 1.8 0.51
O -2.396 1.128 5.561 -0.2 -0.5 0.7 -0.52
C -4.742 4.494 -4.620 -0.1 -0.3 -0.1 0.65
P 3.758 2.736 4.859 -0.2 0.0 -0.2 0.27
F -1.841 4.000 -6.255 -0.1 -0.1 0.1 -0.28
C -1.724 5.417 1.868 0.1 0.5 0.4 -0.90
O -3.364 -2.438 -6.763 0.4 -0.1 0.0 -0.29
H -3.664 2.242 -5.819 0.0 0.2 -0.1 0.23
C 2.720 3.681 2.628 0.9 0.0 0.5 -0.66
H -0.291 -1.767 -4.306 0.4 0.4 0.3 -0.19
H -2.827 1.978 -4.323 0.0 0.2 0.3 -0.33
O -1.046 4.881 3.024 -0.1 -0.3 -0.3 0.40
H -3.032 0.043 1.897 0.3 0.0 -0.2 -0.25
O 0.886 -0.529 -1.284 0.7 0.4 0.4 -0.46
O 3.196 4.111 5.396 -0.6 0.4 0.1 0.12
H 3.403 -0.229 6.432 0.1 0.1 0.1 0.29
C 3.652 4.604 6.652 1.0 -0.3 0.7 -1.05
H 2.876 5.072 7.254 -0.4 0.0 -0.5 0.39
C -6.023 -2.701 -0.876 0.5 -0.6 -0.5 0.56
H -3.150 0.824 -2.407 0.3 0.2 0.0 -0.49
O -4.620 -1.400 -4.967 -0.2 0.4 0.0 -0.21
O 3.293 -3.907 3.458 0.0 0.0 -0.3 -0.74
C -5.360 -0.366 -4.294 -0.2 0.1 -0.4 -0.10
H 0.218 -2.498 -0.901 -0.2 0.3 -0.1 0.30
O -4.999 -1.902 -0.447 0.2 0.0 -0.3 -0.20
H -6.373 -0.447 -4.680 -0.1 -0.1 0.4 0.30
C -2.836 1.089 4.471 0.1 0.9 -0.7 0.47
C -4.223 1.585 2.779 0.4 -1.1 -0.7 0.57
H -0.874 -0.049 -4.115 -0.1 -0.2 0.3 0.07
H -5.036 0.649 -4.533 0.4 -0.2 -0.1 0.05
O 3.395 -3.281 -3.885 -0.3 0.1 0.1 -0.20
O -0.870 -0.619 0.596 -0.3 -0.2 0.0 -0.76
H -2.469 4.692 1.557 0.1 -0.1 -0.2 0.18
H 1.313 -2.242 -2.287 -0.3 0.1 -0.1 -0.10
O -0.468 -8.167 -3.354 -0.1 -0.2 0.1 -0.50
H 4.483 -4.393 1.243 0.0 -0.2 0.0 0.38
C 0.545 1.890 1.295 0.0 -0.9 0.6 0.54
```
Forces are in eV/Å.

Computed properties:
Charge: 0
Kohn-Sham gap: 10.4 eV
Spin multiplicity: 1
SMILES: O=C1OC[C@@H](F)O1.O=C1OC[C@@H](F)O1.O=C1OC[C@@H](F)O1.O=C1OC[C@@H](F)O1.O=C1OC[C@@H](F)O1.COP(=O)(OC)OC.COP(=O)(OC)OC.COP(=O)(OC)OC.COP(=O)(OC)OC.COP(=O)(OC)OC



The following is a quantum chemistry calculation of a gas-phase ion, C5H9N2S (charge +1) at a distorted geometry, from OMol25.

Geometry as XYZ:
```
17
Properties=species:S:1:pos:R:3:forces:R:3:mulliken_charge:R:1
H -1.313 1.655 0.190 0.6 0.2 0.8 0.41
S 0.778 -1.350 0.250 0.5 -0.2 0.5 -0.16
H 1.302 2.126 -0.024 -0.4 0.0 0.0 0.24
H -2.406 -0.325 1.256 -0.2 -1.7 -0.1 0.31
C -0.544 0.944 -0.084 0.1 -0.7 -1.2 -0.45
H -2.717 -1.561 -0.128 0.8 0.9 1.0 0.30
C -1.982 -1.192 0.667 -1.3 -0.8 -0.1 -1.13
N 0.872 1.211 0.051 0.9 -0.6 1.2 -0.15
C -0.917 0.206 -1.338 -0.2 -0.7 3.3 -0.89
H -0.171 -0.077 -1.970 1.7 -0.3 -2.2 0.34
C -0.784 -0.560 0.010 -0.5 0.9 -1.2 0.80
H -1.902 0.360 -1.643 -1.3 0.1 -0.8 0.35
C 1.640 0.137 0.314 0.3 -0.5 -1.4 0.54
N 2.991 0.152 0.307 -1.4 0.5 0.4 -0.37
H 3.332 1.089 0.364 1.0 0.2 0.0 0.23
H 3.605 -0.633 0.545 -0.7 0.5 -0.1 0.26
H -1.785 -2.182 1.232 0.0 2.1 -0.3 0.38
```
Forces are in eV/Å.

Computed properties:
Charge: +1
Kohn-Sham gap: 10.0 eV
Spin multiplicity: 1



The following is a quantum chemistry calculation of a single C10H5IN2 molecule at a distorted geometry, from OMol25.

Geometry as XYZ:
```
18
Properties=species:S:1:pos:R:3:forces:R:3:mulliken_charge:R:1
H -2.732 -1.878 -0.714 1.3 1.0 0.4 0.37
C 1.269 -1.224 1.548 1.3 1.6 -0.1 -0.29
H -3.990 0.938 -4.161 0.5 -0.4 2.0 0.35
I 4.041 -1.011 3.164 -1.2 0.4 -0.9 0.09
H 3.352 1.742 1.444 -1.1 -1.0 -0.2 0.32
C -2.882 0.544 -2.134 1.2 -0.8 -0.6 -0.65
C 0.131 -0.816 0.602 2.1 0.5 1.2 0.46
C -1.837 -1.225 -0.466 0.7 0.1 0.2 -0.20
C -3.557 0.728 -3.143 1.0 0.0 0.4 -0.06
H 1.482 2.464 -0.152 -0.4 -1.4 0.5 0.33
C 1.399 1.441 0.313 1.4 -1.9 1.8 -0.49
N -0.733 1.032 -0.945 -1.1 -3.4 1.3 -0.55
H 1.244 -2.253 2.027 -0.2 1.5 -0.8 0.31
C -1.756 0.128 -1.147 0.0 0.5 0.3 0.62
C 2.437 -0.361 1.860 -2.9 0.6 -2.1 -0.21
C 2.504 1.030 1.240 -3.1 -1.3 -1.5 -0.30
C 0.215 0.544 -0.030 1.3 0.0 0.6 0.45
N -0.903 -1.750 0.401 -0.7 3.9 -2.4 -0.55
```
Forces are in eV/Å.

Computed properties:
Charge: 0
Kohn-Sham gap: 7.7 eV
Spin multiplicity: 1
SMILES: C#Cc1cnc2cc(I)ccc2n1



Number 1: molar mass 225.267 g mol⁻¹. Number 2: molar mass 60.140 g mol⁻¹. Number 3: molar mass 483.574 g mol⁻¹. Number 4: molar mass 164.212 g mol⁻¹. Number 5: molar mass 1230.635 g mol⁻¹. Number 6: molar mass 129.208 g mol⁻¹. Number 7: molar mass 280.068 g mol⁻¹.